one) Below is the molecule C4H8O2S, with properties calculated with ωB97M-V/def2-TZVPD.

Element x y z (Å)
C: -1.404 -1.073 -0.027
C: -0.329 -0.039 -0.198
C: 1.055 -0.626 0.163
S: 2.461 0.170 -0.735
C: -0.580 1.191 0.681
O: -1.496 1.373 1.355
O: 0.374 2.176 0.575
H: -1.354 -2.046 -0.801
H: -1.466 -1.232 0.838
H: -2.275 -0.479 -0.044
H: -0.199 0.356 -1.150
H: 0.977 -1.634 -0.063
H: 1.099 -0.283 1.162
H: 2.074 0.148 -1.834
H: 1.062 1.996 0.078

Computed properties:
Frontier orbital gap, eV: 10.5
HOMO energy, eV: -9.920
Structure (SMILES): C[C@H](CS)C(=O)O

---

two) Below is a cluster of 2 separate species, C4H8O2S in total, with properties calculated with ωB97M-V/def2-TZVPD.

Element x y z (Å)
C: 0.704 1.817 2.066
C: -1.151 -1.513 -0.548
C: 0.200 -0.253 -2.190
C: 0.034 -0.977 -0.868
O: -1.413 0.984 3.066
O: 1.185 -0.921 -0.161
S: -0.309 1.889 3.386
H: 0.390 1.321 1.131
H: -1.244 -1.850 0.459
H: -1.862 -1.559 -1.226
H: 1.680 2.157 2.107
H: -0.628 0.162 -2.781
H: 0.842 0.657 -2.208
H: 0.760 -0.714 -2.927
H: 0.816 -1.202 0.693

Computed properties:
Frontier orbital gap, eV: 8.5
HOMO energy, eV: -8.995

---

Short version: two) is the least stable of them.

---

one) Below is a cluster of 2 separate species, C4H8O2S in total, with properties calculated with ωB97M-V/def2-TZVPD.

Element x y z (Å)
C: -1.392 0.351 -0.567
C: -0.569 0.428 -1.798
C: 1.754 -0.254 0.894
C: 0.297 -0.686 1.248
O: -1.827 1.417 0.135
O: -0.572 -1.163 0.384
S: -3.112 0.311 -0.359
H: 0.403 0.546 -1.412
H: -0.995 1.303 -2.485
H: -0.724 -0.564 -2.305
H: 2.353 0.041 1.852
H: 2.316 -1.083 0.298
H: 1.606 0.722 0.302
H: -0.087 0.142 1.981
H: 0.549 -1.509 1.833

Computed properties:
Frontier orbital gap (spin up / spin down), eV: 8.7 / 8.7
HOMO energy (spin up / spin down), eV: -9.265 / -9.266

---

two) Below is the molecule C4H8O2S, with properties calculated with ωB97M-V/def2-TZVPD.

Element x y z (Å)
C: 2.417 -0.588 0.017
C: 1.074 0.099 -0.081
O: 0.072 -0.923 -0.031
C: -1.226 -0.632 -0.038
S: -2.322 -1.838 -0.015
C: -1.607 0.838 0.050
O: -2.974 1.072 -0.060
H: 2.534 -1.125 0.949
H: 2.598 -1.335 -0.789
H: 3.244 0.138 0.020
H: 0.925 0.817 0.776
H: 1.057 0.623 -1.069
H: -1.253 1.217 0.982
H: -1.125 1.426 -0.775
H: -3.414 0.211 0.063

Computed properties:
Frontier orbital gap, eV: 9.6
HOMO energy, eV: -9.174
Structure (SMILES): CCOC(=S)CO

---

three) Below is a cluster of 2 separate species, C4H8O2S in total, with properties calculated with ωB97M-V/def2-TZVPD.

Element x y z (Å)
C: -1.796 0.305 0.419
C: 0.208 -0.716 -0.361
C: -0.108 1.795 -0.517
C: -0.379 0.522 0.316
O: -4.170 -0.336 -0.232
O: 0.255 0.567 1.573
S: -2.790 -0.597 -0.459
H: -2.766 1.264 1.465
H: 0.294 -0.731 -1.484
H: -0.292 -1.605 -0.094
H: 1.184 -0.752 -0.052
H: 0.871 1.691 -0.824
H: -0.823 1.914 -1.256
H: -0.256 2.549 0.114
H: -0.379 0.381 2.287

Computed properties:
Frontier orbital gap, eV: 9.6
HOMO energy, eV: -9.621

---

Short version: one) is the least stable of them.

---

one) Below is a structure of composition CH5NO2S, with properties calculated with ωB97M-V/def2-TZVPD.

Element x y z (Å)
C: -0.411 -0.282 0.572
N: 0.879 2.009 0.997
O: 1.815 0.595 -0.805
O: -0.329 -1.594 0.565
S: 1.159 0.625 0.481
H: -1.890 -1.376 -1.430
H: -0.935 0.120 1.394
H: -1.517 -0.842 -1.884
H: 1.081 2.728 0.340
H: 0.147 -1.982 -0.230

Computed properties:
Frontier orbital gap (spin up / spin down), eV: 7.8 / 7.7
HOMO energy (spin up / spin down), eV: -8.927 / -9.089

---

two) Below is a structure of composition CH5NO2S, with properties calculated with ωB97M-V/def2-TZVPD.

Element x y z (Å)
C: -0.344 0.205 -0.738
N: -2.254 4.188 -2.457
O: -2.277 1.723 -3.012
O: -0.217 1.141 -0.008
S: -2.345 3.093 -3.493
H: 1.759 -1.720 1.837
H: 0.437 -0.568 -0.849
H: -1.245 0.042 -1.351
H: -2.151 4.005 -1.468
H: 1.660 -2.378 2.238

Computed properties:
Frontier orbital gap, eV: 9.5
HOMO energy, eV: -10.090

---

Short version: one) is the least stable of them.

---

one) Below is the molecule CH5NO2S, with properties calculated with ωB97M-V/def2-TZVPD.

Element x y z (Å)
C: 1.544 0.123 0.327
O: 0.471 -0.699 -0.116
S: -0.948 -0.199 -0.480
N: -2.048 -0.883 0.240
O: -1.053 1.573 -0.465
H: 2.182 -0.290 1.194
H: 0.955 1.005 0.467
H: 2.123 0.314 -0.513
H: -0.964 -0.573 -1.747
H: -2.262 -0.370 1.093

Computed properties:
Frontier orbital gap, eV: 10.5
HOMO energy, eV: -9.931
Structure (SMILES): CO[S@@H](=N)=O

---

two) Below is the molecule CH5NO2S, with properties calculated with ωB97M-V/def2-TZVPD.

Element x y z (Å)
C: -1.239 -0.156 -0.012
N: -0.335 0.775 0.484
S: 1.494 -0.084 -0.138
O: 2.628 0.786 0.007
O: 1.474 -1.454 0.210
H: -2.133 0.507 -0.386
H: -0.782 -0.613 -0.873
H: -1.594 -0.786 0.696
H: -0.431 0.991 1.524
H: 0.918 0.034 -1.512

Computed properties:
Frontier orbital gap (spin up / spin down), eV: 9.7 / 9.7
HOMO energy (spin up / spin down), eV: -9.563 / -9.562
Structure (SMILES): CN[SH](=O)=O

---

Short version: one) is the least stable of them.

---

one) Below is the molecule C2H3FOS, with properties calculated with ωB97M-V/def2-TZVPD.

Element x y z (Å)
O: -0.392 -1.351 -0.739
C: 0.385 -0.641 0.107
S: 1.676 -1.585 0.697
C: 0.003 0.840 0.200
F: -1.029 0.935 -0.757
H: -1.100 -0.737 -0.836
H: 0.947 1.499 0.071
H: -0.492 1.040 1.257

Computed properties:
Frontier orbital gap, eV: 8.8
HOMO energy, eV: -8.873
Structure (SMILES): OC(=S)CF

---

two) Below is the molecule C2H3FOS, with properties calculated with ωB97M-V/def2-TZVPD.

Element x y z (Å)
O: -1.236 1.532 -0.155
C: -0.731 0.428 -0.027
S: -1.534 -1.169 -0.117
C: 0.747 0.325 -0.015
F: 1.331 -0.943 -0.189
H: -0.541 -1.914 0.310
H: 0.859 0.670 0.972
H: 1.105 1.072 -0.779

Computed properties:
Frontier orbital gap, eV: 11.0
HOMO energy, eV: -10.382
Structure (SMILES): O=C(S)CF

---

Short version: one) is the least stable of them.

---

one) Below is a structure of composition CBrClFI, with properties calculated with ωB97M-V/def2-TZVPD.

Element x y z (Å)
C: 0.653 0.047 -0.057
F: 1.626 -0.691 -0.609
Cl: -2.464 -0.441 -0.437
Br: 0.600 1.794 -0.417
I: -0.415 -0.709 1.520

Computed properties:
Frontier orbital gap (spin up / spin down), eV: 5.9 / 8.4
HOMO energy (spin up / spin down), eV: -8.605 / -9.474

---

two) Below is a cluster of 2 separate species, CBrClFI in total, with properties calculated with ωB97M-V/def2-TZVPD.

Element x y z (Å)
C: 0.644 -0.005 -0.043
F: 0.173 -0.612 1.070
Cl: 1.371 -0.973 -1.198
Br: 0.891 1.794 -0.010
I: -3.079 -0.203 0.180

Computed properties:
Frontier orbital gap (spin up / spin down), eV: 9.9 / 5.1
HOMO energy (spin up / spin down), eV: -10.207 / -8.275

---

Short version: one) is the least stable of them.